The following is a quantum chemistry calculation of a 2-piece molecular cluster, C6H9N4 overall in a non-equilibrium geometry, from the Open Molecules 2025 dataset.

Bonds (Å) are listed after each position.
CARTESIAN COORDINATES (ANGSTROEM)
1 C 1.967 -0.974 -0.851  C2 1.388, C3 1.426, H11 1.040
2 C 0.686 -0.499 -1.097  C1 1.388, C5 1.409, H12 1.080
3 C 2.731 -0.523 0.265  C1 1.426, N8 1.289, H13 1.047
4 C 0.834 0.830 0.917  C5 1.489, N8 1.456, H14 1.031, H15 1.203
5 C -0.005 0.361 -0.220  C2 1.409, C4 1.489, N10 1.300
6 C -2.285 1.457 0.249  N10 1.465, H16 1.160, H17 1.091, H18 1.094
7 N -1.651 -3.273 0.219  N9 1.103
8 N 2.178 0.296 1.093  C3 1.289, C4 1.456
9 N -1.183 -2.341 -0.141  N7 1.103
10 N -1.231 0.722 -0.456  C5 1.300, C6 1.465, H19 0.999
11 H 2.304 -1.786 -1.408  C1 1.040
12 H -0.013 -0.925 -1.802  C2 1.080
13 H 3.683 -0.950 0.365  C3 1.047
14 H 0.753 1.851 1.028  C4 1.031
15 H 0.373 0.447 1.961  C4 1.203
16 H -3.021 0.710 0.746  C6 1.160
17 H -1.786 2.154 0.923  C6 1.091
18 H -2.865 2.081 -0.435  C6 1.094
19 H -1.468 0.361 -1.356  N10 0.999

Relative energy (zero: lowest compared OMol25 entry of this formula, charge and spin) (kJ/mol): 194.8
Total charge: +1
HOMO-LUMO gap (spin up / spin down) (hartree): 0.3183 / 0.3183
LUMO (spin up / spin down) (eV): -5.435 / -5.435
E_HOMO (spin up / spin down) (eV): -14.10 / -14.10
Max |F| (eV/A): 4.8
Molar mass (g mol⁻¹): 137.17